## one
Formula: C4H12O3
Source: the Open Molecules 2025 dataset
Level of theory: ωB97M-V/def2-TZVPD

Lowest unoccupied orbital energy ... 0.591 eV
HOMO energy ... -8.8 eV
SMILES ... C=CC=C.O.O.O

Bonds (Å) are listed after each position.
Atoms and positions in Å:
1 C 1.4474 0.9905 3.4468  C2 1.338, H5 1.079, H6 1.150
2 C 0.4725 1.4094 4.2624  C1 1.338, C3 1.455, H7 1.073
3 C 0.6920 2.3215 5.3740  C2 1.455, C4 1.357, H8 1.121
4 C 1.5022 3.4071 5.3005  C3 1.357, H9 1.122, H10 1.120
5 H 2.4809 1.2628 3.5937  C1 1.079
6 H 1.2703 0.7299 2.3403  C1 1.150
7 H -0.5563 1.1147 4.1825  C2 1.073
8 H -0.0149 2.2376 6.2398  C3 1.121
9 H 1.1205 4.2689 5.9093  C4 1.122
10 H 2.4535 3.4216 4.7103  C4 1.120
11 H -1.0012 -1.9457 -6.0235  O13 0.974
12 H 0.2955 -2.3360 -6.7732  O13 0.955
13 O -0.6091 -2.0621 -6.9075  H11 0.974, H12 0.955
14 H 0.4593 -0.3488 -4.1981  O16 0.961
15 H -0.6958 -1.0599 -3.5459  O16 1.011
16 O -0.2681 -0.9229 -4.4513  H14 0.961, H15 1.011
17 H -3.5790 -3.6962 -4.7686  O19 0.959
18 H -2.6482 -4.8550 -4.4601  O19 0.961
19 O -2.8215 -3.9373 -4.2315  H17 0.959, H18 0.961



## two
Formula: C4H12O3
Source: the Open Molecules 2025 dataset
Level of theory: ωB97M-V/def2-TZVPD

Lowest unoccupied orbital energy ... 0.657 eV
HOMO energy ... -9.9 eV
SMILES ... C=CC=C.O.O.O

Bonds (Å) are listed after each position.
Atoms and positions in Å:
1 C -1.6710 -2.6889 -1.1544  C2 1.332, H5 1.083, H6 1.079
2 C -2.3202 -2.0540 -2.1286  C1 1.332, C3 1.471, H7 1.093
3 C -2.0021 -0.7341 -2.6942  C2 1.471, C4 1.328, H8 1.093
4 C -2.4760 0.4457 -2.3088  C3 1.328, H9 1.086, H10 1.088
5 H -0.8577 -2.2524 -0.5871  C1 1.083
6 H -2.0174 -3.6713 -0.8727  C1 1.079
7 H -3.1292 -2.5852 -2.6364  C2 1.093
8 H -1.1261 -0.7763 -3.3458  C3 1.093
9 H -2.2325 1.3552 -2.8503  C4 1.086
10 H -3.3909 0.5293 -1.7268  C4 1.088
11 H 3.8577 -4.0235 3.9130  O13 0.963
12 H 3.9287 -5.0890 2.8419  O13 0.961
13 O 3.4807 -4.8740 3.6646  H11 0.963, H12 0.961
14 H 0.9879 2.3014 -2.0038  O16 0.963
15 H 0.0797 2.9639 -1.0880  O16 0.970
16 O 0.8993 2.4457 -1.0556  H14 0.963, H15 0.970
17 H 2.0480 6.4768 2.8989  O19 0.957
18 H 2.2145 5.2359 3.6775  O19 0.970
19 O 1.9196 6.1536 3.7903  H17 0.957, H18 0.970



It is two that is the most stable of them.



## one
Formula: C9H14
Source: the Open Molecules 2025 dataset
Level of theory: ωB97M-V/def2-TZVPD

Lowest unoccupied orbital energy ... 0.936 eV
HOMO energy ... -9.0 eV
SMILES ... Cc1ccccc1.CC

Bonds (Å) are listed after each position.
Atoms and positions in Å:
1 C -2.6830 0.6520 -3.5269  C2 1.507, H3 1.175, H4 0.987, H5 1.137
2 C -2.3676 0.7413 -2.0559  C1 1.507, H6 1.081, H7 1.094, H8 1.009
3 H -1.7804 0.8198 -4.2604  C1 1.175
4 H -3.1689 -0.1457 -3.8464  C1 0.987
5 H -3.5038 1.4097 -3.7415  C1 1.137
6 H -1.8358 -0.0179 -1.4996  C2 1.081
7 H -3.2276 0.7424 -1.3794  C2 1.094
8 H -1.9634 1.6273 -1.7908  C2 1.009
9 C 0.3903 -2.4726 0.1860  C13 1.531, H20 1.097, H21 1.096, H23 1.147
10 C 2.0750 0.9130 0.6837  C11 1.368, C12 1.353, H16 1.200
11 C 1.6507 -0.2159 0.0369  C10 1.368, C13 1.322, H17 1.105
12 C 1.4554 1.3386 1.8092  C10 1.353, C14 1.422, H18 1.097
13 C 0.7358 -1.0249 0.5440  C9 1.531, C11 1.322, C15 1.418
14 C 0.3347 0.6438 2.3404  C12 1.422, C15 1.406, H19 1.060
15 C -0.0754 -0.4474 1.5540  C13 1.418, C14 1.406, H22 1.037
16 H 2.8206 1.6964 0.1635  C10 1.200
17 H 2.0246 -0.4188 -0.9831  C11 1.105
18 H 2.0208 2.0152 2.4618  C12 1.097
19 H -0.3353 1.0257 3.0669  C14 1.060
20 H 0.8036 -3.1987 0.8967  C9 1.097
21 H 0.7051 -2.9289 -0.7595  C9 1.096
22 H -0.9164 -0.9714 1.8595  C15 1.037
23 H -0.7383 -2.4220 0.3848  C9 1.147



## two
Formula: C9H14
Source: the Open Molecules 2025 dataset
Level of theory: ωB97M-V/def2-TZVPD

Lowest unoccupied orbital energy ... 0.901 eV
HOMO energy ... -8.9 eV
SMILES ... Cc1ccccc1.CC

Bonds (Å) are listed after each position.
Atoms and positions in Å:
1 C 1.0344 -2.1674 0.5524  C2 1.505, H3 1.067, H4 1.045, H5 1.096
2 C -0.1154 -3.1369 0.5059  C1 1.505, H6 1.144, H7 1.059, H8 1.074
3 H 1.8552 -2.6051 1.0751  C1 1.067
4 H 1.3868 -1.9310 -0.4030  C1 1.045
5 H 0.8983 -1.2242 1.0943  C1 1.096
6 H -0.1328 -3.7425 -0.4643  C2 1.144
7 H -0.1399 -3.8450 1.2930  C2 1.059
8 H -1.0145 -2.5726 0.6716  C2 1.074
9 C -2.3601 1.6494 0.2778  C15 1.511, H21 1.159, H22 1.033, H23 1.142
10 C 1.7275 1.0401 -0.8275  C11 1.397, C12 1.410, H16 1.111
11 C 1.4602 1.9902 0.1605  C10 1.397, C13 1.412, H17 1.038
12 C 0.6806 0.5134 -1.6111  C10 1.410, C14 1.411, H18 1.079
13 C 0.1405 2.1731 0.6275  C11 1.412, C15 1.435, H19 1.056
14 C -0.6413 0.7217 -1.1625  C12 1.411, C15 1.395, H20 1.076
15 C -0.8942 1.3645 0.0490  C9 1.511, C13 1.435, C14 1.395
16 H 2.8112 0.9743 -1.0649  C10 1.111
17 H 2.2609 2.3055 0.7409  C11 1.038
18 H 0.8097 -0.2532 -2.3588  C12 1.079
19 H -0.0511 2.9987 1.2575  C13 1.056
20 H -1.4572 0.1101 -1.5066  C14 1.076
21 H -2.4610 2.2474 1.2649  C9 1.159
22 H -3.1962 1.0654 0.4390  C9 1.033
23 H -2.6017 2.3241 -0.6109  C9 1.142



It is two that is the most stable of them.



## one
Formula: C9H14
Source: the Open Molecules 2025 dataset
Level of theory: ωB97M-V/def2-TZVPD

Lowest unoccupied orbital energy ... 0.953 eV
HOMO energy ... -8.9 eV
SMILES ... Cc1ccccc1.CC

Bonds (Å) are listed after each position.
Atoms and positions in Å:
1 C -2.7795 -1.4978 0.6762  C2 1.609, H3 1.108, H4 1.014, H5 1.094
2 C -2.8302 -1.7924 2.2570  C1 1.609, H6 1.185, H7 1.164, H8 1.061
3 H -3.0768 -2.4014 0.1087  C1 1.108
4 H -3.2574 -0.6195 0.5086  C1 1.014
5 H -1.7122 -1.3472 0.4892  C1 1.094
6 H -2.1693 -2.7319 2.5478  C2 1.185
7 H -3.9729 -1.9253 2.4329  C2 1.164
8 H -2.7543 -0.9178 2.8528  C2 1.061
9 C -0.2497 2.6149 -0.0088  C11 1.527, H18 1.026, H19 1.106, H23 1.155
10 C 0.6519 0.2073 0.5895  C11 1.419, C12 1.361, H16 1.170
11 C 0.5625 1.3451 -0.2538  C9 1.527, C10 1.419, C14 1.430
12 C 1.4902 -0.8384 0.3513  C10 1.361, C13 1.406, H17 1.115
13 C 2.0487 -0.8815 -0.9385  C12 1.406, C15 1.399, H20 1.204
14 C 1.1618 1.1825 -1.5423  C11 1.430, C15 1.379, H21 1.078
15 C 1.7713 0.0214 -1.9703  C13 1.399, C14 1.379, H22 1.077
16 H -0.0021 0.2554 1.5582  C10 1.170
17 H 1.3515 -1.6727 1.0777  C12 1.115
18 H -1.1304 2.7999 -0.5013  C9 1.026
19 H 0.2642 3.4595 -0.5040  C9 1.106
20 H 2.5653 -1.9164 -1.2713  C13 1.204
21 H 1.1083 1.9123 -2.3335  C14 1.078
22 H 2.0550 -0.0644 -3.0061  C15 1.077
23 H -0.2314 3.0039 1.0784  C9 1.155



## two
Formula: C9H14
Source: the Open Molecules 2025 dataset
Level of theory: ωB97M-V/def2-TZVPD

Lowest unoccupied orbital energy ... 1.012 eV
HOMO energy ... -9.0 eV
SMILES ... Cc1ccccc1.CC

Bonds (Å) are listed after each position.
Atoms and positions in Å:
1 C -2.2242 -1.7681 0.8601  C2 1.530, H3 1.090, H4 1.096, H5 1.086
2 C -3.3961 -1.8602 1.8392  C1 1.530, H6 1.090, H7 1.085, H8 1.086
3 H -1.8922 -2.7305 0.4708  C1 1.090
4 H -2.4421 -1.2789 -0.0961  C1 1.096
5 H -1.4223 -1.1402 1.2380  C1 1.086
6 H -3.3270 -0.9776 2.4751  C2 1.090
7 H -4.3520 -1.8838 1.3257  C2 1.085
8 H -3.2866 -2.7427 2.4632  C2 1.086
9 C 2.0912 2.2835 -2.3857  C13 1.492, H20 1.101, H21 1.086, H23 1.089
10 C 0.3460 0.9532 0.6910  C11 1.365, C12 1.406, H16 1.081
11 C 0.6964 1.7205 -0.3829  C10 1.365, C13 1.407, H17 1.089
12 C 1.0501 -0.2349 0.9539  C10 1.406, C14 1.362, H18 1.084
13 C 1.6721 1.3292 -1.3185  C9 1.492, C11 1.407, C15 1.388
14 C 1.8995 -0.7382 0.0153  C12 1.362, C15 1.423, H19 1.080
15 C 2.1217 0.0246 -1.1651  C13 1.388, C14 1.423, H22 1.086
16 H -0.4571 1.3091 1.3206  C10 1.081
17 H 0.2921 2.7316 -0.4078  C11 1.089
18 H 0.8609 -0.6761 1.9258  C12 1.084
19 H 2.5296 -1.6006 0.1744  C14 1.080
20 H 1.4417 2.1463 -3.2644  C9 1.101
21 H 3.0933 2.1974 -2.7947  C9 1.086
22 H 2.8492 -0.3608 -1.8735  C15 1.086
23 H 1.8559 3.2973 -2.0642  C9 1.089



## three
Formula: C9H14
Source: the Open Molecules 2025 dataset
Level of theory: ωB97M-V/def2-TZVPD

Lowest unoccupied orbital energy ... 1.029 eV
HOMO energy ... -9.0 eV
SMILES ... Cc1ccccc1.CC

Bonds (Å) are listed after each position.
Atoms and positions in Å:
1 C -0.8429 2.4602 -1.7706  C5 1.501, H12 1.094, H13 1.096, H15 1.087
2 C 0.3685 -1.0472 -1.2125  C3 1.399, C4 1.380, H8 1.086
3 C -0.5116 0.0373 -1.2900  C2 1.399, C5 1.395, H9 1.081
4 C 1.6999 -0.8742 -0.8941  C2 1.380, C6 1.397, H10 1.080
5 C 0.0355 1.3193 -1.3461  C1 1.501, C3 1.395, C7 1.401
6 C 2.2358 0.4153 -0.9418  C4 1.397, C7 1.388, H11 1.082
7 C 1.4081 1.5110 -1.1421  C5 1.401, C6 1.388, H14 1.080
8 H -0.0458 -2.0435 -1.3319  C2 1.086
9 H -1.5876 -0.0526 -1.3447  C3 1.081
10 H 2.3526 -1.6529 -0.5288  C4 1.080
11 H 3.2787 0.5326 -0.6789  C6 1.082
12 H -0.2739 3.2569 -2.2581  C1 1.094
13 H -1.3234 2.9576 -0.9204  C1 1.096
14 H 1.8030 2.5097 -1.2587  C7 1.080
15 H -1.6247 2.2080 -2.4832  C1 1.087
16 C -0.7368 -0.6759 2.4698  C17 1.528, H18 1.087, H19 1.091, H20 1.092
17 C -1.0795 -2.1637 2.3999  C16 1.528, H21 1.095, H22 1.090, H23 1.090
18 H -1.5126 0.0699 2.6241  C16 1.087
19 H 0.0329 -0.5026 3.2227  C16 1.091
20 H -0.2714 -0.4397 1.5102  C16 1.092
21 H -0.4247 -2.7743 3.0306  C17 1.095
22 H -0.9046 -2.5928 1.4134  C17 1.090
23 H -2.0756 -2.4584 2.7314  C17 1.090



## four
Formula: C9H14
Source: the Open Molecules 2025 dataset
Level of theory: ωB97M-V/def2-TZVPD

Lowest unoccupied orbital energy ... 1.003 eV
HOMO energy ... -9.0 eV
SMILES ... Cc1ccccc1.CC

Bonds (Å) are listed after each position.
Atoms and positions in Å:
1 C 2.1177 -3.1835 1.4783  C2 1.556, H3 1.090, H4 1.095, H5 1.087
2 C 2.3390 -2.5990 0.0533  C1 1.556, H6 1.098, H7 1.089, H8 1.079
3 H 2.9756 -2.9246 2.0989  C1 1.090
4 H 1.2787 -2.6719 1.9615  C1 1.095
5 H 1.9183 -4.2516 1.4507  C1 1.087
6 H 1.3637 -2.8101 -0.4035  C2 1.098
7 H 2.9661 -3.2856 -0.5137  C2 1.089
8 H 2.6353 -1.5638 0.1247  C2 1.079
9 C -3.0104 0.8907 0.6256  C15 1.497, H21 1.109, H22 1.090, H23 1.082
10 C 0.5737 2.2105 -1.3035  C11 1.373, C12 1.394, H16 1.084
11 C -0.5205 3.0396 -1.3100  C10 1.373, C13 1.410, H17 1.081
12 C 0.5143 0.9369 -0.7402  C10 1.394, C14 1.382, H18 1.082
13 C -1.6457 2.6236 -0.5686  C11 1.410, C15 1.374, H19 1.089
14 C -0.6989 0.4539 -0.2886  C12 1.382, C15 1.411, H20 1.085
15 C -1.7848 1.3363 -0.1091  C9 1.497, C13 1.374, C14 1.411
16 H 1.4808 2.5112 -1.8151  C10 1.084
17 H -0.5286 3.9028 -1.9600  C11 1.081
18 H 1.3620 0.2696 -0.8294  C12 1.082
19 H -2.3034 3.4077 -0.1960  C13 1.089
20 H -0.8414 -0.6105 -0.1303  C14 1.085
21 H -3.9020 0.7748 -0.0231  C9 1.109
22 H -3.4793 1.6059 1.3020  C9 1.090
23 H -2.8102 -0.0628 1.0959  C9 1.082



It is three that is the most stable of them.



## one
Formula: C9H14
Source: the Open Molecules 2025 dataset
Level of theory: ωB97M-V/def2-TZVPD

Lowest unoccupied orbital energy (spin up / spin down) ... 0.809 / 0.243 eV
HOMO energy (spin up / spin down) ... -7.1 / -7.3 eV

Bonds (Å) are listed after each position.
Atoms and positions in Å:
1 C -0.4983 1.1332 -1.0460  C2 1.335, C3 1.527, C5 1.444
2 C -0.9654 1.6964 -2.1629  C1 1.335, H10 1.150, H11 1.075
3 C 0.7504 1.3475 -0.1929  C1 1.527, C6 1.566, H12 1.098, H13 1.069
4 C 0.7328 -1.2401 0.2162  C6 1.472, C7 1.554, H14 1.123
5 C -0.9718 0.2227 -0.0296  C1 1.444, C6 1.542, C8 1.491
6 C 0.3853 0.1085 0.6933  C3 1.566, C4 1.472, C5 1.542, C9 1.524
7 C 1.8242 -1.7302 -0.7761  C4 1.554, H15 1.119, H16 1.084, H17 1.075
8 C -2.1950 -0.6036 0.1793  C5 1.491, H18 1.072, H19 1.148, H20 1.069
9 C 0.5078 0.2932 2.2015  C6 1.524, H21 1.161, H22 1.129, H23 1.064
10 H -2.0968 1.6932 -2.3673  C2 1.150
11 H -0.4308 2.4531 -2.7086  C2 1.075
12 H 1.7119 1.4586 -0.7112  C3 1.098
13 H 0.5237 2.2439 0.3443  C3 1.069
14 H 0.0859 -2.0817 0.5829  C4 1.123
15 H 2.5055 -2.4281 -0.2285  C7 1.119
16 H 2.4068 -0.8938 -1.1464  C7 1.084
17 H 1.2434 -2.3235 -1.4587  C7 1.075
18 H -2.5312 -0.8154 -0.8163  C8 1.072
19 H -3.0473 0.0251 0.6235  C8 1.148
20 H -1.8414 -1.4545 0.7216  C8 1.069
21 H 1.6036 0.2820 2.5840  C9 1.161
22 H 0.1087 -0.5703 2.8094  C9 1.129
23 H 0.1880 1.1837 2.6885  C9 1.064



## two
Formula: C9H14
Source: the Open Molecules 2025 dataset
Level of theory: ωB97M-V/def2-TZVPD

Lowest unoccupied orbital energy ... 0.965 eV
HOMO energy ... -8.9 eV
SMILES ... Cc1ccccc1.CC

Bonds (Å) are listed after each position.
Atoms and positions in Å:
1 C -2.3058 3.0156 2.4429  C2 1.506, H3 1.086, H4 1.087, H5 1.100
2 C -2.9722 1.7370 2.8772  C1 1.506, H6 1.094, H7 1.102, H8 1.091
3 H -2.8903 3.8854 2.7277  C1 1.086
4 H -1.2452 3.1196 2.6560  C1 1.087
5 H -2.3439 3.0104 1.3436  C1 1.100
6 H -2.3415 0.8445 2.9201  C2 1.094
7 H -3.3729 1.7067 3.9029  C2 1.102
8 H -3.8631 1.4764 2.3036  C2 1.091
9 C -0.0009 1.3267 -0.4516  C13 1.501, H20 1.101, H21 1.091, H23 1.083
10 C 1.1933 -2.2807 -0.1239  C11 1.382, C12 1.400, H16 1.085
11 C 0.4422 -1.1431 0.1022  C10 1.382, C13 1.414, H17 1.082
12 C 1.8445 -2.5098 -1.3416  C10 1.400, C14 1.385, H18 1.080
13 C 0.4943 -0.0487 -0.7914  C9 1.501, C11 1.414, C15 1.386
14 C 1.7633 -1.4874 -2.2730  C12 1.385, C15 1.362, H19 1.086
15 C 1.1522 -0.3053 -1.9837  C13 1.386, C14 1.362, H22 1.088
16 H 1.1983 -2.9629 0.7201  C10 1.085
17 H -0.2157 -1.0170 0.9519  C11 1.082
18 H 2.3306 -3.4193 -1.6625  C12 1.080
19 H 2.2145 -1.5619 -3.2584  C14 1.086
20 H -0.9252 1.5885 -0.9890  C9 1.101
21 H 0.6254 2.1361 -0.8302  C9 1.091
22 H 1.2077 0.5357 -2.6720  C15 1.088
23 H -0.2484 1.3844 0.6016  C9 1.083



It is two that is the most stable of them.